Molecular formula: C30H82O11
Method: DFT, ωB97M-V/def2-TZVPD

ORCA input file:
```
! wB97M-V def2-TZVPD RIJCOSX def2/J DEFGRID3
* xyz 0 1
C -1.282 1.722 -5.247
C 0.108 2.428 -5.258
C 0.165 3.540 -4.220
O 1.050 1.337 -5.176
H -1.292 0.966 -4.486
H -1.388 1.242 -6.239
H -2.034 2.455 -5.106
H 0.302 2.884 -6.222
H 1.192 3.933 -4.072
H -0.183 3.253 -3.232
H -0.370 4.375 -4.557
H 0.925 0.821 -4.363
C -1.649 3.080 5.172
C -0.671 3.047 3.992
C -1.083 4.033 2.839
O 0.668 3.150 4.393
H -1.782 4.020 5.618
H -1.335 2.322 5.917
H -2.660 2.819 4.859
H -0.764 2.056 3.477
H -0.390 4.116 1.993
H -1.117 5.075 3.244
H -2.072 3.767 2.413
H 0.710 3.460 5.301
C -0.212 -4.515 3.636
C -0.834 -3.172 3.392
C -0.215 -1.977 4.066
O -0.931 -2.896 2.014
H 0.903 -4.547 3.323
H -0.791 -5.183 2.985
H -0.299 -4.716 4.772
H -1.872 -3.083 3.756
H -0.715 -1.068 3.734
H 0.859 -1.882 3.824
H -0.232 -2.029 5.189
H -1.780 -3.384 1.622
C 5.520 1.857 1.685
C 4.567 0.959 2.474
C 3.492 1.611 3.303
O 3.934 0.187 1.468
H 5.999 1.173 0.943
H 6.209 2.406 2.252
H 4.974 2.622 1.149
H 5.226 0.339 3.040
H 3.064 2.438 2.808
H 3.860 1.983 4.264
H 2.620 0.980 3.601
H 3.052 0.142 1.802
C -4.522 -2.267 1.683
C -4.306 -3.738 2.001
C -5.443 -4.719 1.561
O -3.172 -4.191 1.256
H -4.452 -2.128 0.599
H -3.666 -1.669 2.013
H -5.446 -1.813 1.975
H -4.170 -3.958 3.049
H -5.108 -5.727 1.713
H -5.583 -4.611 0.453
H -6.455 -4.618 1.957
H -3.294 -4.085 0.270
C 3.712 -3.273 -1.696
C 2.354 -3.091 -0.947
C 2.348 -3.410 0.576
O 1.945 -1.727 -1.080
H 3.810 -2.718 -2.645
H 3.902 -4.358 -1.873
H 4.596 -2.890 -1.098
H 1.611 -3.704 -1.530
H 1.456 -2.951 0.965
H 3.261 -3.009 1.003
H 2.416 -4.484 0.798
H 2.686 -1.172 -0.750
C 0.454 -2.291 -5.324
C 1.487 -1.743 -4.373
C 2.678 -1.004 -4.941
O 0.770 -0.838 -3.513
H -0.071 -1.535 -5.845
H -0.283 -2.708 -4.663
H 0.912 -2.998 -5.952
H 1.810 -2.594 -3.757
H 3.152 -0.459 -4.133
H 2.514 -0.255 -5.728
H 3.269 -1.722 -5.466
H 1.246 -0.924 -2.657
C 2.841 4.565 -0.158
C 2.041 5.344 -1.269
C 0.689 5.890 -0.940
O 2.929 6.293 -1.782
H 3.668 4.086 -0.643
H 2.299 3.825 0.450
H 3.168 5.349 0.557
H 1.968 4.584 -2.070
H 0.751 6.562 -0.100
H -0.032 5.093 -0.749
H 0.416 6.543 -1.784
H 2.710 7.199 -1.560
C -1.495 -3.562 -1.525
C -2.845 -3.367 -2.195
O -3.848 -3.760 -1.315
H -1.345 -4.626 -1.263
H -1.199 -2.959 -0.730
H -0.753 -3.397 -2.283
H -2.853 -4.012 -3.064
H -2.961 -2.312 -2.588
H -4.639 -3.253 -1.530
C -3.985 1.686 1.545
C -3.307 1.648 0.218
O -3.095 0.316 -0.261
H -3.458 0.987 2.185
H -5.036 1.378 1.444
H -3.925 2.618 2.072
H -2.407 2.292 0.324
H -3.948 2.119 -0.548
H -2.229 0.061 0.009
C 0.395 1.095 -0.443
C 0.403 0.280 0.885
O -0.891 -0.203 1.248
H -0.378 1.858 -0.250
H -0.014 0.376 -1.147
H 1.366 1.504 -0.801
H 0.816 0.843 1.748
H 1.085 -0.599 0.737
H -0.763 -1.110 1.536
*
```

Properties
ΔE to the lowest compared entry with this formula, charge and spin in eV: 1.9426
Lowest unoccupied orbital energy in eV: 0.648
Calculated total energy in Eh: -2019.73583
HOMO in Ha: -0.345
Structure (SMILES): CC(C)O.CC(C)O.CC(C)O.CC(C)O.CC(C)O.CC(C)O.CC(C)O.CC(C)O.CCO.CCO.CCO
Gap between HOMO and LUMO in Eh: 0.36889

Molecular formula: C37H75BrN2O14S2
Method: DFT, ωB97M-V/def2-TZVPD

ORCA input file:
```
! wB97M-V def2-TZVPD RIJCOSX def2/J DEFGRID3
* xyz 0 1
C 3.187 -4.669 1.947
O 4.329 -4.183 1.288
C 4.065 -3.761 -0.043
C 2.863 -2.860 -0.145
C 2.687 -1.766 0.583
C 3.694 -1.290 1.590
C 3.435 0.090 2.166
O 4.712 0.533 2.687
C 4.576 1.704 3.400
C 4.216 1.550 4.856
O 4.766 2.771 2.874
C 1.394 -1.057 0.343
O 1.277 0.147 0.285
C 0.213 -1.951 0.129
C -1.082 -1.553 0.770
C -1.269 -2.379 2.048
C -2.389 -1.828 2.931
S -1.727 -0.618 4.113
C -1.999 0.992 3.518
S -1.223 2.247 4.156
N -2.936 1.152 2.460
C -4.265 0.860 2.527
C -4.702 1.164 1.274
N -3.700 1.608 0.506
C -2.628 1.613 1.233
C 0.406 -3.048 -0.596
Br -0.942 -4.317 -0.969
C 1.799 -3.259 -1.113
O 2.040 -3.691 -2.218
H 2.496 -5.191 1.281
H 3.522 -5.387 2.686
H 2.628 -3.893 2.470
H 4.941 -3.284 -0.462
H 3.871 -4.670 -0.610
H 3.747 -1.984 2.419
H 4.683 -1.310 1.142
H 2.752 0.011 3.010
H 3.119 0.822 1.436
H 4.150 2.546 5.266
H 3.291 0.994 4.939
H 5.034 1.017 5.330
H -1.924 -1.660 0.098
H -0.950 -0.523 1.093
H -1.396 -3.429 1.821
H -0.342 -2.327 2.617
H -3.220 -1.464 2.339
H -2.777 -2.635 3.542
H -4.766 0.464 3.382
H -5.722 1.037 0.971
H -1.659 1.924 0.910
C -2.649 5.162 6.937
C -1.966 6.141 6.002
O -0.625 5.742 5.731
H -2.100 5.089 7.877
H -3.673 5.470 7.150
H -2.673 4.168 6.494
H -1.921 7.134 6.447
H -2.514 6.215 5.056
H -0.668 4.872 5.323
C -4.315 1.181 -3.441
C -5.280 0.145 -2.903
O -4.857 -0.273 -1.607
H -3.306 0.767 -3.480
H -4.601 1.511 -4.441
H -4.280 2.052 -2.787
H -5.297 -0.735 -3.543
H -6.299 0.545 -2.846
H -4.861 0.512 -1.048
C -6.358 4.141 3.656
C -5.164 4.570 4.490
O -4.551 3.456 5.135
H -7.096 3.637 4.281
H -6.831 4.999 3.176
H -6.050 3.435 2.880
H -5.474 5.259 5.274
H -4.422 5.074 3.861
H -4.262 2.848 4.447
C 8.295 -2.000 -2.069
C 7.664 -3.166 -2.809
O 6.243 -3.144 -2.677
H 8.026 -2.029 -1.012
H 9.382 -2.023 -2.156
H 7.935 -1.049 -2.468
H 8.010 -4.113 -2.396
H 7.927 -3.138 -3.871
H 5.926 -2.316 -3.049
C 0.552 -0.591 -3.125
C 0.537 0.629 -4.029
O -0.468 1.560 -3.623
H -0.422 -1.083 -3.135
H 1.311 -1.308 -3.444
H 0.760 -0.303 -2.090
H 0.310 0.342 -5.053
H 1.511 1.130 -4.019
H -0.271 1.829 -2.721
C 9.429 -4.871 0.831
C 8.795 -6.036 0.091
O 7.377 -6.014 0.220
H 9.160 -4.901 1.887
H 10.516 -4.895 0.744
H 9.068 -3.919 0.432
H 9.142 -6.982 0.502
H 9.060 -6.008 -0.973
H 7.055 -5.186 -0.149
C -5.857 -5.045 -3.247
C -4.718 -4.373 -2.500
O -3.792 -5.340 -2.003
H -6.380 -5.742 -2.592
H -6.572 -4.310 -3.617
H -5.478 -5.618 -4.097
H -5.092 -3.818 -1.644
H -4.187 -3.672 -3.154
H -3.448 -5.827 -2.757
C -3.544 5.947 -1.199
C -4.101 4.613 -1.662
O -4.462 4.647 -3.041
H -4.274 6.740 -1.360
H -3.283 5.918 -0.140
H -2.649 6.210 -1.769
H -5.003 4.362 -1.105
H -3.367 3.815 -1.501
H -3.670 4.855 -3.546
C -0.351 2.229 -7.543
C -0.137 3.725 -7.426
O -1.072 4.303 -6.518
H -1.364 2.011 -7.881
H 0.357 1.780 -8.242
H -0.226 1.761 -6.566
H -0.280 4.214 -8.388
H 0.880 3.942 -7.079
H -0.942 3.879 -5.663
*
```

Properties
ΔE to the lowest compared entry with this formula, charge and spin in eV: 0.3074
Lowest unoccupied orbital energy in eV: -1.280
Calculated total energy in Eh: -5987.89163
HOMO in Ha: -0.355
Structure (SMILES): COCC1=C(CCOC(C)=O)C(=O)C(CCCSC(=S)n2ccnc2)=C(Br)C1=O.CCO.CCO.CCO.CCO.CCO.CCO.CCO.CCO.CCO
Gap between HOMO and LUMO in Eh: 0.30824

Molecular formula: C5H8BrF
Method: DFT, ωB97M-V/def2-TZVPD

ORCA input file:
```
! wB97M-V def2-TZVPD RIJCOSX def2/J DEFGRID3
* xyz 0 3
C 0.661 -1.011 1.087
C 0.039 0.235 0.520
C -1.738 1.671 -0.625
C -1.174 0.343 0.013
C 1.862 -1.113 -0.278
F 1.671 -0.100 -1.174
Br 1.737 -2.800 -1.265
H 1.057 -0.802 2.073
H -0.038 -1.862 1.182
H 0.754 1.026 0.256
H -1.794 1.702 -1.668
H -1.229 2.552 -0.233
H -2.802 1.554 -0.296
H -1.940 -0.452 0.287
H 2.934 -0.941 0.119
*
```

Properties
ΔE to the lowest compared entry with this formula, charge and spin in eV: 1.9708
Lowest unoccupied orbital energy (alpha / beta) in eV: 0.908 / -1.969
Calculated total energy in Eh: -2868.93869
HOMO (alpha / beta) in Ha: -0.180 / -0.376
Gap between HOMO and LUMO (alpha / beta) in Eh: 0.21332 / 0.30334

Molecular formula: C9H18N2Si
Method: DFT, ωB97M-V/def2-TZVPD

ORCA input file:
```
! wB97M-V def2-TZVPD RIJCOSX def2/J DEFGRID3
* xyz 0 1
C -2.735 -1.262 -0.508
C -2.048 0.862 0.282
C -2.977 0.968 1.508
C 1.074 2.430 -1.091
C 3.294 -0.597 -0.856
C 0.778 -2.614 -0.332
C 1.811 -0.469 2.089
C -2.950 0.160 -0.730
C 0.026 1.356 -0.893
N -2.448 -2.361 -0.307
N -0.894 1.378 0.063
Si 1.652 -1.004 0.257
H -4.003 1.026 1.236
H -2.807 0.061 2.295
H -2.718 1.838 2.030
H 1.920 2.023 -1.441
H 1.305 2.848 -0.066
H 0.878 3.298 -1.707
H 3.873 -1.428 -0.943
H 2.926 -0.315 -1.921
H 3.847 0.154 -0.419
H 1.151 -3.544 0.122
H -0.403 -2.604 -0.152
H 0.824 -2.726 -1.375
H 2.136 0.497 2.127
H 0.808 -0.354 2.524
H 2.644 -1.083 2.539
H -3.956 0.303 -0.699
H -2.584 0.238 -1.823
H -0.425 0.921 -1.809
*
```

Properties
ΔE to the lowest compared entry with this formula, charge and spin in eV: 5.0384
Lowest unoccupied orbital energy (alpha / beta) in eV: -0.012 / -0.211
Calculated total energy in Eh: -752.54228
HOMO (alpha / beta) in Ha: -0.251 / -0.240
Gap between HOMO and LUMO (alpha / beta) in Eh: 0.25024 / 0.23211